No. 1
61
Properties=species:S:1:pos:R:3 method="wB97M-V/def2-TZVPD" total_charge=+1 homo_ev=-13.1 orbital_gap_ha=0.3868
O -0.68 -1.60 2.12
O 3.38 -1.10 -0.17
O -0.61 -4.12 1.65
O 2.46 -1.62 2.64
O -3.14 -1.33 -0.25
O 1.51 -3.38 0.43
O 0.45 1.79 1.35
O -2.40 -3.64 -1.46
O -1.64 0.78 2.80
O 1.15 0.34 -3.08
O 3.20 1.54 1.38
O 1.17 4.42 -2.35
O -4.08 0.36 1.65
O 3.96 3.96 0.26
O -3.54 1.70 -0.71
O -0.11 -2.43 -1.57
N -0.65 -0.15 -0.64
C 0.05 2.12 -0.02
C 0.40 0.89 -0.84
C -0.89 1.62 -2.95
C 0.45 1.35 -2.31
H 0.28 -1.60 2.26
H -0.69 -0.26 0.37
H 1.30 0.36 -0.53
H -2.76 -2.92 -0.91
H 3.08 -1.88 3.33
H -0.65 -4.82 2.32
H 0.67 2.99 -0.19
H -2.10 -4.34 -0.86
H -1.43 2.37 -2.36
H -3.24 -0.89 0.62
H -0.90 -3.04 -1.65
H -0.99 2.42 0.00
H -0.28 1.57 1.94
H -0.42 -1.12 -1.18
H 0.85 -0.52 -2.77
H 0.47 5.07 -2.53
H 0.35 -4.15 1.39
H 3.41 2.44 1.67
H -4.87 0.68 2.11
H -3.88 -1.06 -0.82
H 3.42 4.42 -0.42
H -1.54 1.26 3.62
H -0.92 -2.54 1.93
H -1.63 0.09 -0.80
H -0.70 2.00 -3.95
H 3.71 3.05 0.04
H 2.38 -0.66 2.65
H 1.09 2.22 -2.36
H 0.38 -2.86 -0.84
H -1.42 -0.19 2.78
H -3.81 2.58 -0.41
H 3.61 -0.91 -1.09
H -3.62 1.17 0.12
H -1.57 0.77 -3.06
H 2.26 -3.98 0.33
H 1.21 3.88 -3.14
H -3.27 0.57 2.16
H 2.03 -2.59 0.68
H 3.66 -0.40 0.43
H 2.24 1.49 1.20

No. 2
62
Properties=species:S:1:pos:R:3 method="wB97M-V/def2-TZVPD" total_charge=+2 homo_ev="-15.9 / -15.9" spin_multiplicity=2 s_squared=0.754 orbital_gap_ha="0.3827 / 0.1848"
O -2.39 -3.78 1.39
O 2.22 -2.47 -2.08
O -1.98 2.89 -1.50
O -4.44 1.02 -1.30
O 2.63 3.18 1.21
O 3.91 -1.08 2.14
O -0.71 2.45 3.49
O 2.75 1.51 -2.56
O 2.32 0.87 2.98
O -3.39 -1.38 -3.21
O -0.18 4.18 1.37
O 4.02 -0.92 -0.58
O -1.18 -3.95 -1.32
O 1.93 -0.85 -4.11
O -2.50 -1.61 2.96
N 0.59 -1.86 0.12
N -0.41 0.27 2.12
C -1.21 1.39 0.06
C -1.52 1.51 -1.38
C -0.31 0.34 0.63
C -0.58 -0.99 -0.13
H 3.47 -1.76 2.64
H 4.21 -1.66 0.07
H -2.08 3.22 -2.46
H -2.43 -2.51 2.54
H 2.95 0.23 2.63
H -0.82 -0.84 -1.14
H -0.80 2.44 0.34
H 4.68 -1.00 2.53
H 0.56 3.98 0.80
H -2.18 1.39 0.62
H -0.50 1.33 2.55
H -3.34 -1.42 3.32
H -4.79 1.90 -1.43
H 0.75 0.60 0.51
H 2.58 -3.32 -2.37
H 2.49 1.77 2.52
H -1.43 -1.50 0.23
H 0.27 -2.87 0.08
H -1.59 -4.72 -1.78
H 0.50 -0.10 2.63
H 2.91 -1.91 -1.79
H -0.59 3.38 3.00
H -0.14 2.55 4.30
H -0.56 1.48 -1.90
H -2.29 0.70 -1.72
H 1.35 -0.53 -4.73
H -0.78 4.69 0.88
H 3.26 0.70 -2.69
H 2.36 1.60 -3.41
H 1.31 -1.48 -0.62
H -3.93 -0.66 -3.41
H 2.39 3.59 0.40
H -4.16 -1.99 -2.88
H 1.46 -1.27 -3.37
H -5.21 0.89 -0.63
H -1.63 -3.97 0.82
H 3.53 3.44 1.35
H -1.15 -0.42 2.48
H -0.91 -3.38 -2.09
H -2.88 -3.14 0.84
H 3.64 -0.20 0.05

No. 3
65
Properties=species:S:1:pos:R:3 method="wB97M-V/def2-TZVPD" total_charge=+1 homo_ev=-13.1 orbital_gap_ha=0.3955
O -3.09 -1.82 -4.09
O 1.35 1.72 3.63
O 3.17 -0.58 -3.59
O -3.37 -2.01 2.35
O 0.87 -1.93 2.12
O 2.67 -0.09 0.49
O 1.61 4.17 1.47
O 1.17 -2.63 -3.14
O 3.95 -2.64 -1.43
O -1.50 -2.81 -2.22
O -2.28 1.96 3.16
O 1.55 1.54 -3.83
O -0.44 3.88 3.27
O 3.56 1.66 2.27
O -4.25 -2.45 -0.69
O -0.91 -0.74 3.82
N 1.16 0.03 -1.82
C -0.32 -0.24 -1.66
C -2.20 -0.15 0.01
C -0.78 0.41 -0.38
C -0.89 2.00 -0.34
H -0.18 0.17 0.52
H 3.40 -3.35 -1.78
H -0.57 -1.34 -1.55
H 3.25 -2.00 -1.25
H 0.91 4.28 2.19
H 0.18 2.41 -0.50
H 2.06 1.90 2.96
H -3.88 -2.33 0.18
H -0.93 0.22 -2.45
H -4.19 -3.36 -0.97
H 3.62 -0.26 0.47
H -2.53 -0.93 -0.68
H 0.40 -2.35 -3.66
H 2.47 1.29 -4.08
H 2.87 -1.41 -4.00
H -2.14 -0.52 0.99
H -1.95 1.65 4.00
H -1.63 2.25 -1.08
H 1.08 -2.78 2.53
H -1.23 3.53 2.86
H -1.44 -3.75 -2.41
H 0.46 -1.50 2.90
H -2.14 -2.33 -2.80
H 3.33 2.21 1.52
H -1.31 -0.76 4.70
H -0.02 3.13 3.70
H 1.50 2.38 4.31
H 1.66 5.09 1.17
H -3.97 -1.60 2.98
H 4.13 -0.67 -3.59
H 4.45 1.93 2.53
H -3.18 -0.90 -4.38
H -3.70 -1.86 -3.32
H -0.52 0.13 3.68
H -1.24 2.37 0.60
H 1.02 1.99 -4.50
H 1.22 1.03 -2.00
H 1.59 -0.48 -2.64
H 2.34 -0.29 1.37
H -3.19 1.75 2.94
H -2.62 -1.47 2.65
H 1.69 -0.37 -0.99
H 0.78 -3.01 -2.34
H -2.91 0.62 -0.16

No. 4
13
Properties=species:S:1:pos:R:3 method="wB97M-V/def2-TZVPD" total_charge=+2 homo_ev=-12.8 orbital_gap_ha=0.1163
Ag -4.38 0.17 -2.25
Mg 1.47 -1.47 -0.09
O 2.27 -0.44 1.28
O -2.26 -1.16 -1.64
C 0.02 -0.37 -1.19
C 1.97 0.75 1.72
C 0.81 1.42 1.43
C -1.06 -0.89 -1.60
Li -2.66 -2.83 -0.72
H -0.13 0.89 1.62
H 0.83 2.51 1.47
H 0.32 0.11 -2.22
H 2.80 1.31 2.19

Asked for energy above the lowest of the compared OMol25 structures with the same formula, charge and spin across the records above, the calculation gives 0.0 236.7 346.7 168.4 kJ/mol in order.